[1]
Here is an isolated ion of composition C7H8BrN4O2 and charge +1 at a distorted geometry from the OMol25 dataset. Energies are from ωB97M-V with the def2-TZVPD basis set.

Calculated values
* calculated total energy: -3214.6531 a.u.
* frontier orbital gap: 8.2 eV
* energy above the lowest of the compared OMol25 structures with the same formula, charge and spin: 40.3 kJ/mol
* highest occupied orbital energy: -13.18 eV
* structure (SMILES): [H]/N=C(/C)n1cc(Br)cc([N+](=O)[O-])c1=[NH2+]
* total charge: +1

Positions of all 22 atoms, in Å:
Br -3.64 1.75 0.19
O -0.31 -3.66 0.01
O -2.37 -3.46 0.14
N 0.26 0.52 -0.21
N -1.28 -3.01 0.04
N 1.40 -1.54 -0.22
N 2.32 1.40 -1.33
C -2.13 0.62 -0.03
C -0.88 1.21 -0.08
C -2.24 -0.78 0.06
C 0.31 -0.85 -0.18
C 1.54 1.39 -0.31
C -1.16 -1.57 -0.03
C 1.70 2.18 0.96
H 1.49 1.58 1.78
H 0.86 3.02 0.94
H -3.29 -1.34 0.04
H -0.76 2.33 -0.21
H 2.56 2.90 0.99
H 2.25 -0.99 -0.40
H 2.08 0.86 -2.21
H 1.30 -2.55 0.08

---

[2]
Here is C7H8BrO4S as an isolated structure at a distorted geometry from the OMol25 dataset. Energies are from ωB97M-V with the def2-TZVPD basis set.

Calculated values
* calculated total energy: -3544.7212 a.u.
* frontier orbital gap: 8.8 eV
* energy above the lowest of the compared OMol25 structures with the same formula, charge and spin: 0.0 kJ/mol
* highest occupied orbital energy: -5.60 eV
* total charge: -1

Positions of all 21 atoms, in Å:
Br -1.34 -0.43 2.92
S -0.47 1.77 1.04
O 0.48 2.06 -0.01
O 1.55 -0.99 2.78
O -0.05 2.39 2.31
O -1.91 1.85 0.71
C -0.39 -0.09 1.34
C -0.19 -0.81 -1.13
C -0.52 0.29 -2.23
C -1.05 -0.81 0.16
C 1.89 -0.63 0.42
C 1.28 -0.57 -0.77
C 1.17 -0.68 1.65
H -0.17 1.14 -1.62
H -2.00 -0.16 0.19
H -1.30 -1.80 0.54
H 2.92 -0.58 0.49
H 1.95 -0.49 -1.63
H -1.66 0.11 -2.39
H 0.16 0.24 -3.14
H -0.36 -1.81 -1.64

---

[3]
Here is C7H8CaN2O5 as an isolated structure at a distorted geometry from the OMol25 dataset. Energies are from ωB97M-V with the def2-TZVPD basis set.

Calculated values
* calculated total energy: -1434.2850 a.u.
* frontier orbital gap: 6.2 eV
* highest occupied orbital energy: -15.36 eV
* total charge: +2

Positions of all 23 atoms, in Å:
Ca 0.33 -0.15 -0.20
O 0.34 -2.10 2.72
O -0.81 2.31 -2.43
O -1.71 0.71 1.10
O 1.97 2.34 1.58
O -2.05 -2.31 -1.53
N -3.89 0.56 1.49
N -2.52 2.07 2.66
C -1.32 -1.56 -1.05
C -2.72 1.12 1.76
C 3.98 -1.25 -3.16
C 1.35 1.54 1.02
C -0.48 1.52 -1.65
C 4.21 -2.13 -2.14
C 0.30 -1.44 1.77
H 3.36 -1.53 -4.02
H 4.46 -0.26 -3.17
H -4.69 0.86 1.97
H 4.88 -1.86 -1.31
H -3.27 2.41 3.18
H 3.78 -3.13 -2.15
H -3.92 -0.15 0.79
H -1.58 2.42 2.77

---

[4]
Here is an isolated ion of composition C7H8ClN2 and charge +1 at a distorted geometry from the OMol25 dataset. Energies are from ωB97M-V with the def2-TZVPD basis set.

Calculated values
* calculated total energy: -840.7101 a.u.
* frontier orbital gap (spin up / spin down): 5.9 / 6.5 eV
* energy above the lowest of the compared OMol25 structures with the same formula, charge and spin: 95.8 kJ/mol
* spin multiplicity: 3
* highest occupied orbital energy (spin up / spin down): -10.38 / -13.88 eV
* total charge: +1

Positions of all 18 atoms, in Å:
Cl -4.34 1.01 -0.02
N -2.71 0.39 -0.09
N -0.31 -0.92 -0.53
C 2.13 0.65 -0.01
C -1.42 -2.93 0.49
C 0.78 1.23 -0.12
C 3.25 1.29 0.21
C -1.67 1.17 -0.14
C -1.01 -1.88 -0.10
C -0.37 0.53 -0.19
H 2.14 -0.38 -0.07
H -0.94 -3.51 1.21
H 0.59 2.29 0.09
H -2.30 -3.40 0.20
H 3.19 2.34 0.25
H -1.62 2.33 -0.25
H 4.18 0.80 0.27
H 0.43 -1.03 -1.18

---

[5]
Here is C7H8ClN2O as an isolated structure at a distorted geometry from the OMol25 dataset. Energies are from ωB97M-V with the def2-TZVPD basis set.

Calculated values
* calculated total energy: -916.4209 a.u.
* frontier orbital gap: 6.0 eV
* energy above the lowest of the compared OMol25 structures with the same formula, charge and spin: 43.2 kJ/mol
* highest occupied orbital energy: -2.51 eV
* total charge: -1

Positions of all 19 atoms, in Å:
Cl -4.02 -0.19 -0.05
O 1.74 0.51 0.35
N -1.64 -1.16 0.11
N 0.48 0.41 0.14
C -2.27 -0.02 -0.01
C -0.33 -1.25 0.08
C 0.43 -2.33 -0.01
C -1.75 1.24 -0.12
C -0.34 1.41 0.02
C 0.22 2.81 0.02
C 1.92 -2.41 -0.05
H 0.31 3.18 -1.00
H -2.38 2.11 -0.25
H 2.30 -3.08 0.73
H 2.34 -1.42 0.11
H 1.22 2.77 0.46
H 2.27 -2.79 -1.01
H -0.41 3.49 0.59
H -0.10 -3.28 -0.09

---

[6]
Here is an isolated ion of composition C7H8ClNO2P and charge -1 at a distorted geometry from the OMol25 dataset. Energies are from ωB97M-V with the def2-TZVPD basis set.

Calculated values
* calculated total energy: -1278.3887 a.u.
* frontier orbital gap: 8.5 eV
* energy above the lowest of the compared OMol25 structures with the same formula, charge and spin: 0.0 kJ/mol
* highest occupied orbital energy: -5.09 eV
* structure (SMILES): CN1[C@@H]2C=CC=C([P@@](=O)([O-])Cl)[C@@H]21
* total charge: -1

Positions of all 20 atoms, in Å:
Cl -3.42 -1.02 1.37
P -2.69 0.02 -0.35
O -3.51 1.22 -0.41
O -2.67 -0.91 -1.46
N 1.03 -1.00 0.13
C -1.08 0.32 0.29
C 0.57 1.84 1.31
C -0.07 -0.27 -0.56
C -0.80 1.27 1.20
C 1.54 1.39 0.50
C 1.33 0.31 -0.47
C 1.55 -2.20 -0.60
H 2.54 1.83 0.48
H 2.51 -2.24 -0.04
H 1.96 0.39 -1.50
H 1.75 -2.05 -1.73
H -1.62 1.76 1.92
H 0.88 -3.00 -0.50
H 0.66 2.77 1.94
H -0.48 -0.44 -1.51